Entry 1:
Entry from the Open Molecules 2025 dataset: a molecular structure, C2H5N3O3 in a non-equilibrium geometry (ωB97M-V/def2-TZVPD).

Summary:
spin multiplicity: 1
M: 119.080 g/mol
ΔE to the lowest compared entry with this formula, charge and spin: 8.752 eV

Element x y z (Å)
C (0.4131, 0.0815, -0.4500)
C (-1.9101, -0.6205, -0.1765)
H (-0.6240, 1.9015, 1.7698)
H (-1.3651, 1.7187, -0.6873)
H (1.6254, 1.4768, 0.4669)
H (-2.8757, -0.5225, -0.7530)
H (3.0056, -1.5008, -0.0050)
N (-0.4846, 2.0474, 0.2738)
N (0.6408, 1.2829, 0.0850)
N (1.2704, -0.8924, -0.5175)
O (-0.8011, -0.1409, -0.9363)
O (-1.7567, -1.3005, 0.9773)
O (2.4616, -0.6716, 0.4688)

These are the Mulliken partial charges, in e, on atoms 1 to 4: number 1, C, carries 0.734; number 2, C, carries 0.218; number 3, H, carries 0.233; number 4, H, carries 0.368



Entry 2:
Entry from the Open Molecules 2025 dataset: 4 unconnected molecules or ions with the total composition C14H30IO7P (ωB97M-V/def2-TZVPD).

Summary:
spin multiplicity: 1
DFT total energy: -1717.07881 Ha
M: 468.265 g/mol

Element x y z (Å)
O (-5.8874, -0.4203, 1.4222)
C (-5.9419, -1.2726, 0.5952)
I (-7.0116, -0.8274, -1.2636)
C (-5.3183, -2.5828, 0.5545)
P (-3.4939, -2.4485, -0.3590)
H (-5.9174, -3.3250, 0.0361)
H (-5.1051, -2.8800, 1.5831)
H (-3.4976, -3.8534, -0.3805)
H (-4.0777, -1.7928, -1.4541)
H (-3.0596, -1.7178, 0.7585)
H (-2.1786, -2.4084, -0.9509)
O (-0.8461, -0.5590, 0.3712)
C (-0.9246, 0.6388, 0.4647)
O (-2.1527, 1.1600, 0.6568)
C (-2.3907, 2.5599, 0.8576)
C (-2.4769, 3.3144, -0.4509)
C (0.2694, 1.5422, 0.3070)
H (-1.6371, 2.9812, 1.5239)
H (-3.3439, 2.5881, 1.3823)
H (-1.5314, 3.2903, -0.9932)
H (-2.7343, 4.3570, -0.2616)
H (-3.2492, 2.8769, -1.0830)
H (0.4082, 1.7497, -0.7543)
H (1.1509, 1.0103, 0.6540)
H (0.1899, 2.4916, 0.8287)
O (-1.0075, -3.5863, -4.9120)
C (-0.0052, -3.2794, -4.3273)
O (0.1386, -3.6815, -3.0478)
C (1.3377, -3.4588, -2.2921)
C (1.3889, -2.0737, -1.6859)
C (1.0578, -2.4125, -4.9630)
H (2.2167, -3.6792, -2.8998)
H (1.2910, -4.2147, -1.5097)
H (1.4440, -1.3007, -2.4540)
H (2.2678, -1.9767, -1.0470)
H (0.4995, -1.8899, -1.0856)
H (0.7752, -1.3706, -4.8089)
H (1.0502, -2.6112, -6.0309)
H (2.0593, -2.5565, -4.5691)
O (3.3679, 2.6291, 0.3096)
C (3.7788, 2.6142, 1.4377)
O (4.1905, 1.4337, 1.9469)
C (4.7857, 1.3116, 3.2459)
C (3.7492, 1.2135, 4.3442)
C (3.7839, 3.8504, 2.3063)
H (5.4906, 2.1247, 3.4202)
H (5.3642, 0.3917, 3.1822)
H (3.1563, 2.1249, 4.4223)
H (4.2391, 1.0445, 5.3035)
H (3.0745, 0.3802, 4.1492)
H (2.8039, 3.9329, 2.7781)
H (3.9201, 4.7101, 1.6564)
H (4.5394, 3.8578, 3.0858)

These are the Mulliken partial charges, in e, on atoms 1 to 4: number 1, O, carries -0.495; number 2, C, carries 0.348; number 3, I, carries -0.086; number 4, C, carries -1.017



Entry 3:
Entry from the Open Molecules 2025 dataset: a molecular structure, C2H2O2PRb in a non-equilibrium geometry (ωB97M-V/def2-TZVPD).

Summary:
spin multiplicity: 1
M: 174.478 g/mol
ΔE to the lowest compared entry with this formula, charge and spin: 0.000 eV

Element x y z (Å)
P (2.7585, 0.4285, 0.0567)
O (2.6081, -1.1665, 0.2492)
C (0.8812, -1.5725, -0.4175)
H (0.4466, -2.4217, 0.1216)
H (1.2242, -1.7484, -1.4594)
C (0.1954, -0.3243, -0.3081)
O (1.0923, 0.6963, -0.2884)
Rb (-3.0929, 0.2349, 0.4290)

These are the Mulliken partial charges, in e, on atoms 1 to 4: number 1, P, carries 0.042; number 2, O, carries -0.490; number 3, C, carries -0.338; number 4, H, carries 0.196



Entry 4:
Entry from the Open Molecules 2025 dataset: 2 unconnected molecules or ions with the total composition CH5PS2 in a non-equilibrium geometry (ωB97M-V/def2-TZVPD).

Summary:
spin multiplicity: 1
M: 112.159 g/mol
ΔE to the lowest compared entry with this formula, charge and spin: 4.189 eV

Element x y z (Å)
C (0.0469, -0.4382, 1.0803)
P (0.6685, -0.4500, -0.6800)
S (-1.9861, 1.6766, -0.8230)
S (1.7250, -2.0209, -1.1412)
H (-0.9928, -0.8009, 1.1144)
H (-0.3357, 0.5950, 1.2148)
H (0.7772, -0.9656, 1.7357)
H (1.8300, 0.5327, -0.4720)
H (-1.7329, 1.8713, -2.0291)

These are the Mulliken partial charges, in e, on atoms 1 to 4: number 1, C, carries -0.895; number 2, P, carries 0.282; number 3, S, carries -0.343; number 4, S, carries -0.232